A single C6H7N3O2S molecule in a non-equilibrium geometry. Source: the OMol25 dataset; level of theory: wB97M-V/def2-TZVPD.

Element x y z (Å)
C: -1.065 0.969 0.321
C: -1.883 -0.102 -0.017
C: 0.220 -0.759 -0.123
C: 2.556 0.704 0.149
C: 2.875 -0.735 -0.100
C: -3.390 -0.359 0.036
N: 0.253 0.520 0.186
N: -1.090 -1.171 -0.300
N: 1.320 1.212 0.455
O: 3.259 1.623 -0.510
O: 3.238 -0.090 1.059
S: 1.522 -1.875 0.114
H: -1.366 1.901 0.401
H: 3.567 -0.884 -0.914
H: -3.848 -0.548 -0.927
H: -3.569 -1.202 0.675
H: -3.905 0.515 0.485
H: -1.305 -2.127 -0.408
H: 2.613 2.408 -0.583

HOMO, hartree: -0.268
Energy above the lowest of the compared OMol25 structures with the same formula, charge and spin, kcal/mol: 49.20